## A
The following is a DFT calculation (ωB97M-V/def2-TZVPD) of a molecular structure, C34H63AsNO7PSi4Y.

```
112
Properties=species:S:1:pos:R:3:mulliken_charge:R:1
Y -0.45 0.03 0.30 -0.65
As 0.56 2.26 2.47 1.12
P 2.16 2.31 -1.46 1.73
Si -2.60 -3.69 2.07 0.02
Si -0.55 -2.53 2.28 1.14
Si 0.89 -4.41 2.46 0.71
Si -0.61 -1.99 4.56 0.52
O -2.30 0.50 1.72 1.52
O -2.03 -1.03 -0.86 -0.69
O -2.75 -2.69 -2.17 -0.76
O -1.22 2.08 -0.20 0.70
O 3.74 -0.84 -0.17 -0.80
O 1.76 -0.16 0.60 0.24
O -0.45 0.78 -2.41 -0.41
N 0.56 -1.69 -1.34 0.93
C 1.41 -5.26 0.83 -1.47
C -3.21 -4.61 3.62 -1.21
C -2.19 -1.00 4.94 -0.32
C -2.53 -5.00 0.71 -1.20
C 1.79 -2.15 -0.67 2.05
C -0.47 -2.72 -1.47 0.55
C 1.50 3.96 -1.92 -1.68
C 0.93 -1.13 -2.65 -0.23
C 2.52 -3.90 3.27 -1.26
C -0.56 -3.35 5.87 -1.16
C -2.15 4.20 -0.47 -0.92
C 0.83 -0.85 5.02 -0.63
C -0.54 2.55 4.07 -1.28
C 2.98 1.82 -3.03 0.33
C -4.34 1.07 2.73 -1.73
C -3.17 1.37 1.83 0.38
C -3.08 5.15 -0.12 -0.48
C 0.66 4.15 1.94 -1.16
C 2.34 2.18 3.29 -1.13
C 2.52 2.24 -4.28 -0.46
C -4.04 -2.55 1.62 -0.89
C -0.17 -0.31 -3.27 -0.95
C -3.11 2.66 1.15 0.85
C -1.88 -2.12 -1.53 0.34
C -2.12 2.93 0.16 -0.60
C 0.22 -5.88 3.45 -1.17
C 4.02 0.89 -2.98 -0.67
C -4.04 4.89 0.87 -1.08
C 4.15 0.84 -5.38 -0.52
C 2.53 -0.96 -0.04 0.06
C 3.64 2.79 -0.48 -1.52
C 3.10 1.75 -5.45 -0.60
C -4.05 3.66 1.47 -0.98
C 4.60 0.42 -4.14 -0.67
H 0.79 -0.57 6.07 0.47
H 2.45 -2.70 -1.34 0.62
H -2.17 -0.63 5.97 0.47
H -3.06 6.11 -0.62 0.45
H 1.70 -6.29 1.08 0.50
H -0.13 -5.60 4.45 0.28
H 1.22 -1.94 -3.34 0.20
H 2.54 1.18 3.67 0.30
H -1.41 4.40 -1.23 0.21
H -4.77 5.65 1.14 0.38
H -4.16 -5.10 3.38 0.44
H 2.97 -3.06 2.75 0.30
H 4.60 0.46 -6.29 0.38
H -0.67 -2.88 6.86 0.41
H 0.90 4.76 2.81 0.52
H -3.08 -1.62 4.81 0.30
H 2.37 -3.61 4.31 0.26
H -1.49 2.97 3.75 0.30
H 5.41 -0.30 -4.08 0.43
H -0.61 -6.36 2.92 0.26
H -3.80 -1.90 0.77 0.11
H -0.29 4.47 1.52 0.19
H -2.51 -4.55 -0.29 0.35
H -0.45 -3.35 -0.57 -0.96
H -1.06 -0.90 -3.46 0.38
H 1.49 -2.79 0.16 -2.45
H 2.24 4.59 -2.42 0.45
H 3.23 -4.73 3.26 0.41
H 1.02 -6.62 3.57 0.41
H 4.15 1.88 -0.15 0.31
H 2.43 2.91 4.09 0.44
H -3.39 -3.92 4.45 0.24
H 1.79 -1.34 4.83 0.35
H 0.81 0.06 4.42 -0.60
H 0.63 3.84 -2.57 0.33
H -1.40 0.88 -2.29 0.33
H -2.51 -5.37 3.96 0.30
H -5.28 1.18 2.18 0.48
H -0.05 3.26 4.74 0.49
H -4.92 -3.15 1.37 0.52
H 0.19 0.07 -4.24 0.56
H -0.31 -3.37 -2.34 0.16
H 4.36 0.52 -2.02 0.19
H -4.37 1.76 3.58 0.43
H 1.16 4.46 -1.01 0.44
H -1.35 -4.09 5.76 0.33
H -4.80 3.46 2.22 0.41
H 0.40 -3.88 5.86 0.28
H 1.71 2.94 -4.36 0.33
H -0.72 1.62 4.60 0.29
H 3.07 2.39 2.51 0.29
H 1.44 4.28 1.19 0.16
H 1.80 -0.49 -2.51 -0.28
H -4.30 -1.92 2.48 0.07
H -1.66 -5.66 0.80 0.19
H -4.25 0.06 3.10 -0.21
H 4.32 3.43 -1.04 0.47
H 2.73 2.09 -6.41 0.38
H -2.27 -0.15 4.27 -0.66
H 0.61 -5.33 0.09 0.31
H 3.31 3.32 0.41 0.49
H -3.43 -5.63 0.76 0.47
H 2.27 -4.79 0.35 0.42
```

Kohn-Sham gap = 6.53 eV
Highest occupied orbital energy = -4.36 eV
Net charge = -1


## B
The following is a DFT calculation (ωB97M-V/def2-TZVPD) of a molecular structure, C34H63AsNO7PSi4Y.

```
112
Properties=species:S:1:pos:R:3:mulliken_charge:R:1
Y 0.03 0.25 -0.19 -1.09
As -1.19 -0.32 3.98 1.69
P 2.49 -0.30 -1.93 1.96
Si -1.43 3.89 1.54 0.83
Si 2.25 2.61 2.43 0.58
Si 1.41 4.28 -0.83 0.19
Si 0.53 2.72 0.77 0.70
O 0.40 -1.78 -1.27 0.40
O -1.74 -1.46 0.93 0.72
O 0.72 -3.53 -2.61 -0.75
O -1.11 0.92 -1.85 -0.06
O 2.57 -1.88 2.29 -0.83
O 0.79 -0.82 1.50 1.10
O -2.85 0.42 0.56 -0.35
N -0.43 -3.48 0.85 0.49
C -1.20 5.59 2.44 -1.28
C 0.33 -3.01 -1.57 0.57
C 1.96 -0.81 -3.63 -1.63
C -2.58 4.27 0.06 -0.89
C 3.96 0.68 -2.47 -0.04
C 1.45 -1.86 1.79 0.48
C -2.91 -0.96 0.30 -0.68
C -2.74 2.16 -3.02 -0.86
C 3.25 3.96 -1.26 -0.32
C 3.84 1.92 1.62 -0.85
C -4.05 2.34 -3.42 -0.52
C -5.02 1.42 -3.08 -1.05
C 5.16 0.62 -1.78 -0.14
C -2.35 1.04 -2.25 -0.13
C -1.60 -2.87 1.28 -1.38
C 6.27 1.33 -2.21 -0.78
C -2.55 2.93 2.78 -0.82
C 1.93 1.37 3.84 -0.37
C -2.93 -1.18 -1.24 2.89
C -0.25 -1.83 4.84 -1.35
C -4.66 0.29 -2.36 -0.71
C -3.75 -2.41 -1.62 -2.05
C -3.05 -1.04 4.14 -1.31
C 6.19 2.13 -3.34 -0.51
C 0.45 4.11 -2.49 -0.77
C -1.38 0.70 5.69 -1.38
C 3.41 -1.82 -1.38 -1.84
C 4.98 2.24 -4.00 -0.75
C 2.76 4.25 3.31 -1.28
C 0.80 -3.27 1.59 -1.63
C 3.87 1.54 -3.56 -0.21
C -0.31 -3.96 -0.51 -1.62
C 1.39 6.15 -0.36 -1.24
C -3.35 0.08 -1.96 -0.42
H 0.30 3.06 -2.71 -0.18
H -0.71 5.46 3.40 0.33
H -4.31 3.23 -3.99 0.43
H 3.55 -1.78 -0.30 0.34
H 3.92 4.43 -0.54 0.39
H -3.33 -1.66 3.29 0.25
H 2.80 -0.79 -4.32 0.57
H 7.06 2.67 -3.69 0.38
H 2.97 5.02 2.58 0.27
H -3.22 -3.33 -1.36 0.41
H -0.53 4.57 -2.42 0.29
H 0.97 4.56 -3.33 0.62
H -5.42 -0.43 -2.10 0.36
H 4.46 1.40 2.34 0.54
H -6.05 1.56 -3.38 0.39
H 2.69 1.42 4.62 0.53
H 7.20 1.24 -1.68 0.42
H 0.39 6.56 -0.39 0.31
H -2.71 0.53 1.52 -0.05
H -3.73 -0.19 4.19 0.39
H -3.81 -1.40 0.77 0.47
H 2.93 1.65 -4.08 0.29
H 3.57 1.20 0.85 -0.23
H -1.88 -1.35 -1.53 -1.04
H 1.58 -3.90 1.13 0.33
H 0.96 1.54 4.30 -0.37
H 1.77 6.29 0.64 0.26
H -0.42 1.11 5.99 0.42
H 0.82 -1.68 4.74 0.24
H 4.44 2.70 1.15 0.37
H -2.93 3.56 3.57 0.54
H 2.80 -2.69 -1.62 0.52
H -3.41 2.49 2.28 0.47
H 1.96 4.61 3.95 0.32
H -0.57 6.25 1.84 0.26
H -1.75 0.07 6.50 0.47
H 3.46 2.89 -1.25 -0.41
H -2.49 -3.40 0.89 0.49
H 2.01 6.75 -1.03 0.39
H -1.98 2.12 3.24 -0.74
H -3.17 -1.63 5.05 0.48
H 5.24 0.01 -0.89 0.26
H 3.52 4.33 -2.25 0.46
H -1.31 -4.23 -0.88 0.31
H 1.94 0.36 3.43 0.06
H -3.56 4.64 0.35 0.45
H -1.62 -2.89 2.38 0.25
H -2.08 1.53 5.57 0.37
H 4.90 2.87 -4.87 0.43
H 0.65 -3.65 2.61 0.39
H -3.92 -2.43 -2.69 0.47
H 3.64 4.12 3.92 0.39
H 4.37 -1.90 -1.89 0.56
H 1.18 -0.12 -3.96 0.23
H -0.50 -1.91 5.90 0.51
H -2.14 6.10 2.61 0.37
H -2.13 5.02 -0.59 0.26
H -4.72 -2.42 -1.12 0.47
H -0.49 -2.77 4.35 0.35
H 0.29 -4.88 -0.51 0.41
H -2.73 3.37 -0.54 -0.04
H 1.53 -1.81 -3.56 0.58
H -1.98 2.87 -3.29 0.23
```

Kohn-Sham gap = 7.40 eV
Highest occupied orbital energy = -5.00 eV
Net charge = -1


Stability summary - winner: A; margin: 2.178 eV.


## A
The following is a DFT calculation (ωB97M-V/def2-TZVPD) of a single C11H20N2O3 molecule.

```
36
Properties=species:S:1:pos:R:3:nbo_charge:R:1
O -1.17 1.71 -0.30 -0.64
O 1.55 -2.20 0.24 -0.72
O 0.40 -1.69 2.14 -0.57
N 1.32 -0.58 -1.93 -0.85
N 0.58 0.85 0.78 -0.42
C -1.08 -0.48 -2.03 -0.18
C 0.81 1.09 3.15 -0.40
C 1.21 -1.41 1.30 0.80
C 0.16 0.42 -1.69 -0.16
C 1.74 0.05 1.11 -0.15
C -0.20 1.13 2.02 -0.22
C 2.19 0.78 2.39 -0.40
C -2.14 0.06 -3.05 -0.40
C -0.09 1.06 -0.39 0.67
C -1.60 -1.39 -0.81 -0.65
C -3.12 1.06 -2.39 -0.61
H 2.60 1.89 2.31 0.24
H -2.63 -0.90 -3.49 0.21
H -1.85 -0.86 0.20 0.23
H 0.16 1.10 -2.43 0.22
H 0.56 0.36 3.91 0.22
H -0.49 -1.23 -2.68 0.23
H 2.37 0.08 0.25 0.23
H -2.22 -2.20 -1.28 0.23
H 2.16 -0.09 -1.86 0.34
H -3.97 1.46 -3.09 0.19
H 2.82 0.12 3.05 0.22
H 1.40 -1.32 -1.22 0.38
H -0.70 -2.05 -0.47 0.18
H -0.30 2.14 2.00 0.22
H 1.14 -3.15 0.21 0.52
H -1.53 0.63 -3.75 0.20
H -1.19 0.59 2.10 0.23
H 0.95 1.96 3.68 0.20
H -2.72 2.05 -2.18 0.23
H -3.46 0.64 -1.51 0.21
```

Kohn-Sham gap = 9.52 eV
Highest occupied orbital energy = -9.14 eV
SMILES = CC[C@H](C)[C@H](N)C(=O)N1CCC[C@H]1C(=O)O


## B
The following is a DFT calculation (ωB97M-V/def2-TZVPD) of a single C11H20N2O3 molecule.

```
36
Properties=species:S:1:pos:R:3:nbo_charge:R:1
O -0.06 2.23 0.32 -0.69
O -2.24 2.60 0.09 -0.60
O 0.31 -1.45 -0.15 -0.61
N 2.94 0.96 -0.77 -0.63
N 0.17 0.42 -1.48 -0.63
C 4.05 -0.24 0.93 -0.43
C -1.24 0.80 -1.26 -0.12
C -1.96 -0.43 -0.77 -0.43
C -4.20 -1.42 0.00 -0.61
C -2.56 -0.35 1.53 -0.60
C 0.80 -0.60 -0.84 0.70
C -3.22 -0.30 0.07 -0.23
C 3.29 -1.30 0.14 -0.43
C 3.26 1.05 0.75 -0.23
C 2.43 -0.45 -0.92 -0.15
C -1.29 1.91 -0.17 0.78
H -2.11 -0.88 -1.76 0.20
H -0.24 2.98 0.80 0.49
H -2.22 -1.36 1.57 0.21
H 5.10 -0.07 0.63 0.20
H 0.86 1.10 -1.71 0.43
H -3.74 -2.39 -0.20 0.21
H 2.62 -1.77 0.93 0.23
H 3.84 1.06 -1.19 0.35
H 2.28 0.91 1.20 0.20
H -1.19 -0.89 -0.27 0.26
H -1.62 0.33 1.78 0.20
H 2.69 -0.81 -1.88 0.21
H 4.02 -0.49 1.99 0.21
H -4.85 -1.40 0.90 0.21
H -1.73 1.28 -2.17 0.23
H 3.97 -2.05 -0.32 0.22
H -3.27 -0.20 2.31 0.20
H 3.75 2.00 0.90 0.21
H -4.88 -1.41 -0.80 0.21
H -3.75 0.65 -0.16 0.22
```

Kohn-Sham gap = 9.81 eV
Highest occupied orbital energy = -9.08 eV
SMILES = CC(C)C[C@H](NC(=O)[C@@H]1CCCN1)C(=O)O


Stability summary - winner: B; margin: 1.301 eV.


## A
The following is a DFT calculation (ωB97M-V/def2-TZVPD) of a molecular structure, C3H6Br2NO.

```
13
Properties=species:S:1:pos:R:3:nbo_charge:R:1
Br -0.63 -2.25 0.15 0.12
Br -3.05 0.69 0.32 0.25
O -1.24 1.03 -1.75 -0.52
N 0.95 -0.20 -1.00 -0.75
C -1.53 0.61 -0.69 0.44
C 0.44 0.14 1.43 -0.71
C 0.01 -0.40 0.12 0.02
H 1.17 -1.09 -1.47 0.46
H 0.45 0.41 -1.72 0.47
H 1.31 -0.40 1.80 0.25
H 0.67 1.20 1.37 0.24
H -0.36 0.00 2.16 0.28
H 1.82 0.26 -0.72 0.45
```

Kohn-Sham gap = 10.36 eV
Highest occupied orbital energy = -14.09 eV
Net charge = +1


## B
The following is a DFT calculation (ωB97M-V/def2-TZVPD) of 2 unconnected molecules or ions with the total composition C3H6Br2NO.

```
13
Properties=species:S:1:pos:R:3:nbo_charge:R:1
Br 3.15 -1.00 0.32 0.11
Br 0.95 2.20 0.12 0.40
O 1.26 -0.74 -1.73 -0.41
N -1.65 0.26 -1.18 -1.01
C 0.63 0.39 0.33 0.17
C -0.07 -0.13 1.54 -0.75
C 1.51 -0.49 -0.64 0.42
H -0.49 -1.00 1.05 0.28
H -2.50 -0.22 -0.88 0.41
H -1.02 -0.36 -1.68 0.38
H -1.65 1.08 -1.66 0.39
H 0.62 -0.55 2.29 0.32
H -0.74 0.55 2.11 0.29
```

Kohn-Sham gap = 7.73 eV
Highest occupied orbital energy = -14.73 eV
Net charge = +1


Stability summary - winner: A; margin: 1.507 eV.


## A
The following is a DFT calculation (ωB97M-V/def2-TZVPD) of a single C19H22N4O4 molecule.

```
49
Properties=species:S:1:pos:R:3:nbo_charge:R:1
O 0.12 -3.20 -0.28 -0.57
O 3.44 1.36 0.03 -0.54
O -0.05 2.44 0.96 -0.64
O 4.67 0.32 -1.53 -0.60
N -1.45 0.60 0.75 -0.58
N -3.50 -1.13 -0.41 -0.36
N 0.69 0.30 0.48 -0.60
N -4.74 -0.57 -2.18 -0.47
C -2.41 -1.69 0.34 -0.26
C -3.73 -1.25 -1.75 0.23
C -6.32 0.94 -0.94 -0.21
C -4.74 0.24 1.32 -0.27
C -5.82 1.10 1.43 -0.21
C -5.24 0.07 -1.07 0.16
C 3.01 -2.18 0.83 -0.40
C -0.23 1.26 0.76 0.75
C -4.46 -0.27 0.06 0.07
C -6.59 1.44 0.32 -0.23
C 3.99 3.44 -1.13 -0.63
C -1.27 -0.72 0.46 0.21
C 0.07 -0.93 0.28 -0.05
C 4.50 -1.87 0.64 -0.39
C 2.20 -2.04 -0.46 -0.49
C 2.97 2.33 -0.92 -0.09
C 4.83 -0.38 0.77 -0.51
C 4.33 0.45 -0.39 0.80
C 0.73 -2.15 -0.16 0.57
H -4.16 -0.03 2.19 0.22
H 2.90 -3.21 1.19 0.22
H -6.07 1.52 2.39 0.22
H 5.07 -2.40 1.40 0.22
H -2.34 1.05 0.89 0.44
H -3.11 -1.87 -2.37 0.20
H 2.75 1.83 -1.87 0.20
H 5.92 -0.26 0.79 0.24
H 4.24 3.91 -0.18 0.21
H 1.68 0.48 0.46 0.44
H -6.92 1.20 -1.80 0.23
H 4.90 3.03 -1.57 0.22
H 2.05 2.73 -0.48 0.22
H 3.58 4.19 -1.80 0.22
H -7.42 2.12 0.45 0.22
H -2.04 -2.59 -0.15 0.28
H -2.77 -1.96 1.34 0.23
H 4.83 -2.23 -0.34 0.22
H 2.60 -1.52 1.61 0.20
H 2.48 -2.84 -1.14 0.24
H 4.42 0.02 1.70 0.22
H 2.42 -1.09 -0.95 0.21
```

Kohn-Sham gap = 8.76 eV
Highest occupied orbital energy = -8.48 eV
SMILES = CCOC(=O)CCCCC(=O)c1[nH]c(=O)[nH]c1Cn1cnc2ccccc21


## B
The following is a DFT calculation (ωB97M-V/def2-TZVPD) of a single C19H22N4O4 molecule.

```
49
Properties=species:S:1:pos:R:3:nbo_charge:R:1
O 0.93 -0.41 6.16 -0.53
O 1.18 1.56 4.25 -0.65
O 1.78 -3.41 1.90 -0.56
O 3.58 1.18 1.08 -0.61
N 1.28 -0.60 4.78 -0.34
N 3.66 2.22 3.08 -0.62
N -4.62 1.07 -5.41 -0.60
N 2.44 -1.26 2.23 -0.48
C 3.16 1.22 2.20 0.67
C 1.71 -2.29 1.50 0.70
C 4.59 3.17 2.82 -0.40
C -3.90 0.32 -4.49 0.21
C -1.61 -1.69 -0.30 -0.17
C -2.06 -0.71 -2.56 -0.13
C -5.93 1.61 -5.24 -0.40
C 1.36 0.44 3.88 0.62
C 0.27 -0.91 -1.67 -0.22
C 1.21 -1.25 -0.71 -0.19
C -1.78 -0.85 -3.91 -0.16
C 3.71 -1.66 2.74 -0.43
C -4.14 0.50 -3.08 -0.29
C 2.01 0.20 2.49 -0.19
C -0.76 -2.01 0.72 -0.20
C -1.18 -1.14 -1.54 -0.02
C -3.23 0.05 -2.11 -0.13
C 0.66 -1.83 0.53 -0.16
C -2.62 -0.35 -4.91 -0.27
H -2.44 -0.60 -5.97 0.21
H 5.04 3.63 3.81 0.20
H -4.27 1.21 -6.35 0.39
H 5.33 2.67 2.26 0.22
H 2.30 -0.94 -0.69 0.24
H -0.85 -1.32 -4.26 0.22
H -3.24 0.29 -1.12 0.21
H 0.86 0.59 6.30 0.49
H 4.48 -1.04 2.32 0.21
H -2.66 -1.98 -0.13 0.21
H 3.93 -2.58 2.32 0.23
H 4.08 3.99 2.27 0.19
H 3.73 -1.85 3.85 0.18
H -6.64 0.88 -5.44 0.19
H -6.00 2.45 -6.01 0.20
H 3.13 2.29 3.96 0.41
H 0.82 -0.31 -2.42 0.22
H 1.21 0.32 1.77 0.27
H -4.94 1.04 -2.75 0.20
H -1.12 -2.43 1.63 0.22
H -6.21 2.02 -4.28 0.20
H 1.72 -1.51 4.49 0.42
```

Kohn-Sham gap = 7.71 eV
Highest occupied orbital energy = -7.32 eV
SMILES = CNC(=O)[C@H](C(=O)NO)N(C)C(=O)c1ccc(-c2ccc(NC)cc2)cc1


Stability summary - winner: A; margin: 6.036 eV.